The following is a DFT calculation (ωB97M-V with the def2-TZVPD basis set) of a cluster of 14 separate species, H28O14 in total at a distorted geometry.

Structure (XYZ):
```
42
H28O14 | the OMol25 dataset | ωB97M-V with the def2-TZVPD basis set
O -2.442 3.248 -1.407
H -1.505 3.331 -1.197
H -2.941 3.381 -2.195
O 0.850 -0.731 -3.628
H 1.062 -0.505 -4.518
H 1.395 -0.253 -3.004
O 1.133 1.599 -2.387
H 1.230 1.257 -1.493
H 0.141 1.583 -2.423
O -0.176 -1.283 -1.057
H -0.954 -0.756 -1.207
H 0.425 -1.587 -1.729
O -0.988 2.986 1.049
H -1.922 3.283 1.152
H -0.954 2.160 1.537
O -0.434 -3.508 -2.991
H -0.290 -3.311 -3.974
H 0.156 -2.750 -2.948
O -3.146 -2.268 2.593
H -2.694 -2.622 3.337
H -2.965 -2.598 1.706
O -0.761 0.266 1.401
H -1.379 0.409 2.187
H -0.714 -0.655 1.149
O 3.311 -2.723 0.993
H 4.243 -2.702 1.181
H 2.986 -2.328 0.202
O 3.884 -0.769 -0.357
H 3.653 -0.018 0.213
H 4.683 -0.472 -0.844
O 1.965 3.917 2.358
H 1.016 4.325 2.289
H 2.453 4.337 1.636
O -1.821 -2.813 0.261
H -2.142 -2.936 -0.681
H -0.898 -3.144 0.315
O 1.409 1.520 0.321
H 1.027 2.286 0.747
H 0.967 0.877 0.899
O -2.803 0.408 3.112
H -2.830 -0.555 3.154
H -3.361 0.786 2.456
```

Maximum force, eV Å⁻¹: 3.4
Charge: 0
Relative energy (zero: lowest compared OMol25 entry of this formula, charge and spin), kJ/mol: 337.31
Frontier orbital gap, eV: 10.71

---

The following is a DFT calculation (ωB97M-V with the def2-TZVPD basis set) of a cluster of 2 separate species, C6H12N2 in total at a distorted geometry.

Structure (XYZ):
```
20
C6H12N2 | the OMol25 dataset | ωB97M-V with the def2-TZVPD basis set
C 0.235 -0.529 2.960
C 0.142 0.627 1.994
C -0.953 1.157 1.275
N -0.468 2.191 0.465
C 0.895 2.345 0.905
N 1.309 1.361 1.644
H 1.291 -0.915 2.723
H -0.277 -1.451 2.842
H 0.012 -0.208 3.976
H -1.678 0.569 0.816
H -1.191 2.709 0.101
H 1.513 2.921 0.373
C 0.352 -1.661 -2.030
C -0.546 -1.006 -3.019
H 1.325 -1.684 -2.469
H 0.435 -1.256 -1.018
H 0.095 -2.589 -1.649
H -1.220 -0.333 -2.503
H -1.309 -1.679 -3.429
H 0.036 -0.569 -3.958
```

Maximum force, eV Å⁻¹: 5.5
Charge: 0
Relative energy (zero: lowest compared OMol25 entry of this formula, charge and spin), kJ/mol: 217.80
Frontier orbital gap, eV: 9.45
SMILES: Cc1c[nH]cn1.CC

---

The following is a DFT calculation (ωB97M-V with the def2-TZVPD basis set) of a structure of composition C18H35N5OSi2 at a distorted geometry.

Structure (XYZ):
```
61
C18H35N5OSi2 | the OMol25 dataset | ωB97M-V with the def2-TZVPD basis set
C 5.088 -2.111 -3.035
C 4.577 -0.878 -2.267
C 3.426 -1.304 -1.326
N 2.388 -0.294 -1.251
C 1.828 0.082 -0.111
N 0.838 0.999 -0.077
C 0.503 1.121 1.166
N 1.230 0.334 1.952
N 2.090 -0.333 1.135
O 4.145 0.148 -3.113
C 5.062 1.231 -3.247
C 5.101 2.096 -2.020
C 5.979 1.906 -0.999
C 5.978 2.671 0.127
C 5.063 3.677 0.235
C 4.198 3.882 -0.787
C 4.203 3.119 -1.905
H 6.154 -2.009 -3.213
H 4.983 -2.963 -2.368
H 4.520 -2.264 -3.945
H 5.404 -0.587 -1.626
H 3.844 -1.539 -0.353
H 2.987 -2.225 -1.706
H 2.010 0.145 -2.075
H -0.272 1.754 1.560
H 1.208 0.187 2.947
H 2.774 -0.997 1.453
H 6.054 0.909 -3.568
H 4.666 1.842 -4.053
H 6.696 1.099 -1.080
H 6.697 2.432 0.893
H 5.058 4.284 1.126
H 3.489 4.697 -0.723
H 3.492 3.318 -2.691
C -4.488 1.841 -0.437
Si -4.492 0.052 0.183
C -2.669 -0.479 0.247
C -5.331 -0.972 -1.171
N -5.247 -0.019 1.673
Si -5.454 -1.408 2.596
C -3.819 -2.218 3.135
C -6.498 -2.744 1.751
C -6.361 -0.965 4.195
H -3.986 1.916 -1.410
H -5.510 2.206 -0.555
H -3.962 2.494 0.264
H -2.155 -0.219 -0.690
H -2.562 -1.556 0.387
H -2.161 0.034 1.070
H -6.400 -0.757 -1.198
H -5.195 -2.043 -1.015
H -4.914 -0.735 -2.159
H -3.312 -2.706 2.299
H -3.998 -2.987 3.898
H -3.149 -1.469 3.565
H -7.419 -2.312 1.357
H -6.774 -3.531 2.464
H -5.960 -3.226 0.932
H -7.341 -0.540 3.971
H -5.791 -0.234 4.773
H -6.511 -1.854 4.819
```

Maximum force, eV Å⁻¹: 2.3
Charge: 0
Frontier orbital gap, eV: 4.35

---

The following is a DFT calculation (ωB97M-V with the def2-TZVPD basis set) of a structure of composition C19H34N3OsS3Si2 at a distorted geometry.

Structure (XYZ):
```
62
C19H34N3OsS3Si2 | the OMol25 dataset | ωB97M-V with the def2-TZVPD basis set
Os -0.021 0.115 -0.341
C -0.175 3.373 -1.283
C 0.890 3.254 -0.222
S 1.764 1.660 -0.163
C 2.655 1.576 -1.743
C 1.817 1.156 -2.943
S 0.702 -0.246 -2.576
C -0.750 0.223 -3.550
C -1.322 1.556 -3.140
S -1.234 1.866 -1.334
H 0.262 3.531 -2.267
H -0.823 4.219 -1.063
H 0.448 3.315 0.774
H 1.629 4.051 -0.314
H 3.456 0.859 -1.557
H 3.122 2.544 -1.926
H 2.464 0.845 -3.761
H 1.206 1.982 -3.293
H -1.456 -0.582 -3.349
H -0.513 0.215 -4.615
H -2.375 1.609 -3.414
H -0.825 2.385 -3.638
C -3.825 -1.667 1.664
Si -3.370 -0.608 0.201
C -4.418 -0.808 -1.337
C -3.570 1.156 0.765
N -1.655 -1.123 -0.275
C -1.370 -2.400 -0.326
C -2.318 -3.469 -0.506
C -1.901 -4.749 -0.545
C -0.514 -5.081 -0.379
C 0.412 -4.130 -0.175
C 0.031 -2.735 -0.124
N 0.805 -1.747 0.168
Si 2.451 -2.060 0.872
C 2.256 -3.206 2.333
C 3.552 -2.661 -0.515
C 3.193 -0.497 1.552
H -4.860 -1.448 1.940
H -3.193 -1.357 2.502
H -3.730 -2.743 1.543
H -5.408 -0.390 -1.133
H -4.558 -1.829 -1.695
H -3.995 -0.221 -2.156
H -4.437 1.131 1.434
H -3.798 1.845 -0.048
H -2.735 1.530 1.349
H -3.359 -3.230 -0.664
H -2.611 -5.545 -0.723
H -0.216 -6.120 -0.430
H 1.448 -4.404 -0.076
H 1.778 -4.159 2.127
H 1.663 -2.695 3.096
H 3.238 -3.412 2.768
H 3.309 -3.641 -0.924
H 4.581 -2.701 -0.146
H 3.536 -1.946 -1.341
H 2.478 0.133 2.087
H 3.720 0.095 0.801
H 3.942 -0.806 2.289
N -0.672 0.863 2.702
C -0.439 0.586 1.601
```

Maximum force, eV Å⁻¹: 1.5
Charge: +1
Relative energy (zero: lowest compared OMol25 entry of this formula, charge and spin), kJ/mol: 28.71
Frontier orbital gap (alpha / beta), eV: 6.58 / 6.58

---

The following is a DFT calculation (ωB97M-V with the def2-TZVPD basis set) of a cluster of 2 separate species, C22H35BCl2N3O4 in total at a distorted geometry.

Structure (XYZ):
```
67
C22H35BCl2N3O4 | the OMol25 dataset | ωB97M-V with the def2-TZVPD basis set
C 6.317 -0.428 0.968
C 5.392 0.451 0.161
O 5.519 0.190 -1.256
C 4.314 0.377 -1.876
O 3.858 1.445 -1.979
C 3.631 -0.853 -2.387
C 3.496 -1.986 -1.326
C 2.066 -2.566 -1.255
B 1.395 -2.496 0.271
C 2.365 -3.466 1.196
C 1.750 -3.881 2.551
C -0.123 -3.122 0.150
C -1.121 -2.706 1.274
C -2.450 -2.163 0.697
C -2.650 -0.640 0.880
N -3.929 -0.403 1.605
C -4.378 0.916 1.539
N -5.572 1.251 1.311
N -3.435 1.959 1.772
C 1.448 -0.935 0.802
Cl 2.408 -0.599 2.290
C 0.883 0.109 0.249
C 0.088 0.015 -1.011
Cl 1.040 1.730 0.948
H 7.305 0.033 1.009
H 5.970 -0.503 1.996
H 6.384 -1.440 0.580
H 5.556 1.506 0.361
H 4.372 0.214 0.458
H 2.651 -0.614 -2.774
H 4.220 -1.201 -3.237
H 4.168 -2.776 -1.658
H 3.850 -1.687 -0.344
H 2.147 -3.639 -1.458
H 1.407 -2.177 -2.035
H 3.366 -3.052 1.336
H 2.505 -4.391 0.624
H 1.104 -4.750 2.421
H 2.518 -4.150 3.280
H 1.122 -3.103 2.976
H -0.523 -2.932 -0.847
H -0.008 -4.210 0.192
H -0.686 -2.038 2.013
H -1.385 -3.620 1.806
H -2.585 -2.401 -0.354
H -3.267 -2.669 1.215
H -2.777 -0.206 -0.117
H -1.816 -0.155 1.373
H -4.651 -0.987 1.207
H -6.160 0.429 1.173
H -2.936 2.059 0.887
H -2.793 1.576 2.464
H -0.618 -0.804 -1.019
H 0.748 0.012 -1.871
H -0.493 0.935 -1.098
C -4.727 4.267 -0.744
C -5.523 5.328 -0.856
C -5.111 6.522 -1.630
O -5.834 7.492 -1.734
C -3.774 6.489 -2.278
C -2.977 5.431 -2.167
C -3.393 4.235 -1.391
O -2.667 3.269 -1.292
H -5.011 3.384 -0.180
H -6.500 5.369 -0.391
H -3.492 7.371 -2.839
H -2.000 5.388 -2.630
```

Maximum force, eV Å⁻¹: 3.6
Charge: -1
Frontier orbital gap, eV: 5.43

---

The following is a DFT calculation (ωB97M-V with the def2-TZVPD basis set) of a cluster of 6 separate species, C6H23NO6 in total at a distorted geometry.

Structure (XYZ):
```
36
C6H23NO6 | the OMol25 dataset | ωB97M-V with the def2-TZVPD basis set
C -1.668 1.691 -1.060
C -0.236 1.731 -1.673
C 0.617 0.448 -1.413
C 0.990 0.163 0.025
C 1.424 1.235 1.011
N 2.847 1.403 1.281
C 0.833 0.863 2.317
O -0.329 0.931 2.685
H -2.323 2.355 -1.681
H -1.870 2.129 0.000
H -2.053 0.673 -0.962
H -0.258 2.080 -2.760
H 0.267 2.671 -1.204
H 1.436 0.636 -2.237
H 0.109 -0.468 -1.700
H 1.849 -0.673 -0.126
H 0.012 -0.332 0.540
H 0.976 2.202 0.773
H 2.966 2.273 1.849
H 3.460 1.361 0.494
H 1.551 0.715 3.152
O -3.045 -1.198 -0.601
H -3.657 -1.744 0.026
H -3.002 -0.367 -0.157
O -2.670 0.431 1.551
H -1.795 0.790 1.599
H -3.078 0.511 2.476
O 1.492 -2.951 -0.700
H 1.495 -3.845 -1.166
H 0.641 -2.603 -0.943
O -0.985 -2.346 -1.957
H -1.596 -1.747 -1.453
H -1.577 -3.053 -2.117
O 2.299 -2.127 1.738
H 3.017 -1.609 1.539
H 1.862 -2.229 0.853
```

Maximum force, eV Å⁻¹: 3.7
Charge: 0
Relative energy (zero: lowest compared OMol25 entry of this formula, charge and spin), kJ/mol: 289.15
Frontier orbital gap, eV: 10.29
SMILES: CCCC[C@H](N)C=O.O.O.O.O.O

---

The following is a DFT calculation (ωB97M-V with the def2-TZVPD basis set) of a cluster of 13 separate species, C48H75F5N2O8S6 in total at a distorted geometry.

Structure (XYZ):
```
144
C48H75F5N2O8S6 | the OMol25 dataset | ωB97M-V with the def2-TZVPD basis set
C 3.454 1.333 -3.644
S 3.407 1.226 -5.477
O 3.027 -0.245 -5.774
C 1.837 2.167 -5.697
H 2.514 0.944 -3.253
H 3.421 2.400 -3.422
H 4.314 0.928 -3.111
H 1.963 3.220 -5.444
H 0.989 1.796 -5.121
H 1.595 2.085 -6.757
C -4.324 -0.477 -0.237
S -5.563 0.767 0.188
O -6.360 0.474 1.462
C -4.406 2.201 0.341
H -4.651 -1.480 -0.511
H -3.694 -0.698 0.624
H -3.684 -0.194 -1.072
H -4.920 3.163 0.358
H -3.582 2.126 -0.369
H -3.985 2.066 1.338
C 2.469 -2.795 5.159
S 1.398 -2.720 3.660
O 1.555 -1.357 3.013
C 2.428 -3.922 2.620
H 2.733 -3.808 5.465
H 1.958 -2.463 6.063
H 3.366 -2.206 4.974
H 2.261 -4.971 2.865
H 3.451 -3.549 2.649
H 2.158 -3.827 1.568
C 0.339 -0.865 -4.085
S -0.631 -2.419 -3.783
O -0.400 -3.306 -4.993
C 0.368 -3.170 -2.488
H -0.090 -0.369 -4.955
H 1.365 -1.084 -4.381
H 0.374 -0.084 -3.325
H 0.130 -4.195 -2.207
H 0.456 -2.509 -1.625
H 1.389 -3.254 -2.859
C -4.820 -2.941 3.723
S -5.300 -2.954 1.932
O -4.099 -3.577 1.194
C -6.526 -4.391 1.956
H -3.963 -2.269 3.759
H -4.501 -3.981 3.791
H -5.601 -2.632 4.419
H -7.194 -4.021 2.734
H -6.065 -5.358 2.155
H -6.991 -4.482 0.974
C -3.195 0.679 -4.199
S -4.787 1.414 -3.559
O -4.509 2.873 -3.209
C -5.607 1.477 -5.219
H -2.572 0.365 -3.362
H -2.672 1.500 -4.690
H -3.345 -0.238 -4.770
H -6.516 2.073 -5.146
H -5.859 0.509 -5.653
H -4.928 1.931 -5.940
F 2.908 -0.733 -1.634
C 4.009 -1.261 -1.043
C 4.987 -1.789 -1.851
C 6.198 -2.205 -1.258
C 6.381 -2.252 0.125
C 5.292 -1.788 0.916
C 4.166 -1.232 0.333
H 4.774 -1.757 -2.909
H 6.974 -2.571 -1.914
H 7.317 -2.639 0.502
H 5.386 -1.795 1.992
H 3.332 -0.864 0.912
F -2.396 2.296 6.888
C -2.291 1.567 5.755
C -1.020 1.299 5.283
C -0.914 0.592 4.135
C -2.080 0.235 3.392
C -3.363 0.503 3.886
C -3.484 1.196 5.097
H -0.160 1.522 5.896
H 0.078 0.531 3.713
H -2.023 -0.144 2.383
H -4.227 0.231 3.298
H -4.424 1.495 5.536
F 2.889 6.089 6.273
C 2.453 5.168 5.411
C 2.723 3.807 5.601
C 2.246 2.943 4.612
C 1.503 3.397 3.543
C 1.335 4.760 3.349
C 1.783 5.640 4.290
H 3.361 3.426 6.385
H 2.539 1.904 4.566
H 1.080 2.788 2.758
H 0.702 4.985 2.503
H 1.583 6.688 4.120
F 2.536 3.986 0.524
C 3.805 3.693 0.047
C 4.111 2.301 -0.189
C 5.364 1.986 -0.669
C 6.161 3.012 -1.043
C 5.881 4.350 -0.855
C 4.664 4.659 -0.328
H 3.405 1.569 0.174
H 5.580 0.933 -0.771
H 7.172 2.820 -1.371
H 6.636 5.045 -1.196
H 4.355 5.675 -0.131
F -1.580 -6.893 0.522
C -1.844 -6.563 -0.761
C -1.366 -7.384 -1.752
C -1.595 -7.027 -3.072
C -2.166 -5.820 -3.357
C -2.727 -5.045 -2.397
C -2.560 -5.430 -1.049
H -0.867 -8.291 -1.447
H -1.232 -7.676 -3.855
H -2.455 -5.674 -4.388
H -3.230 -4.104 -2.558
H -2.885 -4.842 -0.204
C 0.560 0.861 0.119
C -0.326 -0.370 -0.097
O -1.126 -0.370 -1.024
N -0.191 -1.400 0.788
C -1.040 -2.613 0.760
H -0.033 1.754 0.320
H 1.278 0.976 -0.693
H 1.158 0.866 1.030
H 0.465 -1.224 1.535
H -1.858 -2.517 0.045
H -1.446 -2.846 1.744
H -0.500 -3.464 0.344
C -0.959 3.158 -2.036
C -0.065 4.339 -1.982
O 0.708 4.663 -2.871
N -0.162 5.052 -0.856
C 0.671 6.175 -0.557
H -1.562 2.977 -1.146
H -0.268 2.325 -2.169
H -1.640 3.198 -2.885
H -0.870 4.734 -0.209
H 0.746 6.872 -1.391
H 1.738 5.954 -0.536
H 0.567 6.683 0.402
```

Maximum force, eV Å⁻¹: 3.9
Charge: 0
Frontier orbital gap, eV: 8.34

---

The following is a DFT calculation (ωB97M-V with the def2-TZVPD basis set) of an isolated molecule of C15H17N3.

Structure (XYZ):
```
35
C15H17N3 | the OMol25 dataset | ωB97M-V with the def2-TZVPD basis set
C 0.105 3.113 -0.467
C -0.303 1.723 -0.970
C -1.387 1.849 -2.041
N -0.854 1.022 0.156
C -0.308 0.078 0.795
N 0.893 -0.577 0.530
C 1.395 -0.999 -0.694
C 2.760 -1.249 -0.826
C 3.272 -1.692 -2.030
C 2.436 -1.897 -3.115
C 1.076 -1.673 -2.981
C 0.552 -1.238 -1.779
C -0.987 -0.368 2.030
C -1.847 0.492 2.712
C -2.473 0.046 3.861
C -2.213 -1.249 4.292
N -1.415 -2.080 3.645
C -0.825 -1.653 2.544
H 0.481 3.711 -1.293
H -0.754 3.612 -0.027
H 0.883 3.028 0.289
H 0.585 1.239 -1.404
H -1.662 0.870 -2.425
H -2.271 2.311 -1.610
H -1.029 2.458 -2.867
H 1.417 -0.874 1.341
H 3.413 -1.091 0.021
H 4.333 -1.876 -2.122
H 2.841 -2.238 -4.055
H 0.413 -1.850 -3.815
H -0.511 -1.087 -1.665
H -2.001 1.486 2.323
H -3.143 0.684 4.414
H -2.666 -1.643 5.192
H -0.205 -2.387 2.041
```

Maximum force, eV Å⁻¹: 0.6
Charge: 0
Relative energy (zero: lowest compared OMol25 entry of this formula, charge and spin), kJ/mol: 54.53
Frontier orbital gap, eV: 8.80
SMILES: CC(C)/N=C(\Nc1ccccc1)c1cccnc1

---

Q: Among the records above, which one has the lowest charge?
A: C22H35BCl2N3O4

---

Q: Number 6 is which compound?
A: C6H23NO6

---

Q: Which of these has the lowest charge?
A: C22H35BCl2N3O4